{
  "formula": "C58H67AlAsN4OS",
  "method": "the ωB97M-V functional and the def2-TZVPD basis",
  "homo_lumo_gap_ev": 5.8,
  "e_lumo_ev": -3.3,
  "e_homo_ev": -9.063,
  "total_charge": 1,
  "de_lowest_kj_mol": 0.0,
  "species": ["Al", "C", "C", "C", "C", "C", "C", "C", "C", "C", "C", "C", "C", "N", "C", "C", "N", "C", "C", "C", "C", "C", "C", "C", "C", "C", "C", "C", "C", "H", "H", "H", "H", "H", "H", "H", "H", "H", "H", "H", "H", "H", "H", "H", "H", "H", "H", "H", "H", "H", "H", "H", "H", "H", "H", "H", "H", "H", "H", "H", "H", "H", "H", "H", "H", "C", "C", "C", "O", "C", "H", "H", "H", "H", "H", "H", "H", "H", "S", "C", "C", "C", "N", "C", "C", "C", "C", "C", "N", "C", "C", "H", "H", "H", "H", "H", "H", "H", "H", "C", "C", "C", "C", "C", "C", "As", "C", "C", "C", "C", "C", "C", "C", "C", "C", "C", "C", "C", "H", "H", "H", "H", "H", "H", "H", "H", "H", "H", "H", "H", "H", "H", "H"],
  "positions_angstrom": [[-0.254, -0.275, 0.224], [-1.691, -4.815, 0.604], [-1.577, -3.695, 1.636], [-2.648, -3.858, 2.718], [-0.206, -3.636, 2.264], [0.327, -4.784, 2.834], [1.543, -4.748, 3.484], [2.235, -3.557, 3.571], [1.747, -2.394, 2.989], [2.544, -1.114, 3.110], [3.995, -1.332, 2.673], [2.500, -0.589, 4.549], [0.513, -2.436, 2.324], [-0.033, -1.242, 1.769], [-0.672, -0.442, 2.737], [-1.057, 0.789, 2.386], [-0.849, 1.210, 1.061], [-1.110, 2.585, 0.829], [-0.200, 3.546, 1.290], [-0.523, 4.887, 1.139], [-1.701, 5.271, 0.528], [-2.581, 4.319, 0.050], [-2.304, 2.969, 0.200], [-3.294, 1.911, -0.229], [-4.173, 1.531, 0.967], [-4.182, 2.323, -1.398], [1.094, 3.137, 1.959], [2.318, 3.787, 1.309], [1.051, 3.475, 3.451], [-2.650, -4.754, 0.092], [-1.638, -5.786, 1.086], [-0.893, -4.747, -0.134], [-1.751, -2.741, 1.130], [-2.451, -4.737, 3.325], [-3.630, -3.972, 2.264], [-2.670, -2.990, 3.374], [-0.225, -5.711, 2.797], [1.947, -5.644, 3.928], [3.164, -3.533, 4.119], [2.089, -0.355, 2.461], [4.489, -2.047, 3.323], [4.551, -0.400, 2.722], [4.050, -1.716, 1.655], [2.978, -1.292, 5.227], [1.473, -0.441, 4.872], [3.020, 0.364, 4.621], [-0.818, -0.855, 3.722], [-1.529, 1.473, 3.074], [0.146, 5.647, 1.512], [-1.938, 6.318, 0.419], [-3.502, 4.637, -0.414], [-2.711, 1.031, -0.542], [-4.652, 2.423, 1.365], [-3.586, 1.083, 1.766], [-4.947, 0.830, 0.661], [-4.883, 3.098, -1.101], [-4.758, 1.468, -1.749], [-3.581, 2.694, -2.226], [1.207, 2.050, 1.859], [2.254, 4.871, 1.339], [2.420, 3.480, 0.269], [3.222, 3.490, 1.838], [0.918, 4.544, 3.597], [1.977, 3.172, 3.934], [0.228, 2.956, 3.936], [3.072, -0.437, -2.238], [2.949, -1.857, -1.670], [1.879, -1.738, -0.576], [1.372, -0.392, -0.648], [2.440, 0.419, -1.147], [2.500, -0.346, -3.162], [4.101, -0.155, -2.445], [3.892, -2.186, -1.239], [2.663, -2.575, -2.435], [2.299, -1.908, 0.418], [1.032, -2.418, -0.705], [3.147, 0.620, -0.336], [2.018, 1.354, -1.518], [-4.105, -4.037, -3.375], [-3.110, -2.940, -2.447], [-1.895, -2.503, -3.000], [-1.085, -1.674, -2.271], [-1.416, -1.204, -1.050], [-2.624, -1.552, -0.557], [-3.470, -2.421, -1.195], [-4.708, -5.161, -2.093], [-4.061, -6.381, -1.989], [-4.509, -7.271, -1.022], [-5.509, -7.002, -0.206], [-6.129, -5.846, -0.326], [-5.783, -4.881, -1.267], [-1.609, -2.828, -3.988], [-0.137, -1.330, -2.665], [-2.894, -1.083, 0.380], [-4.407, -2.687, -0.734], [-3.240, -6.632, -2.642], [-4.044, -8.238, -0.901], [-6.949, -5.684, 0.359], [-6.348, -3.966, -1.350], [3.082, 1.313, -6.178], [2.026, 0.419, -6.236], [1.002, 0.497, -5.308], [0.994, 1.493, -4.334], [2.059, 2.384, -4.289], [3.097, 2.293, -5.202], [-0.499, 1.561, -3.034], [-0.621, 3.504, -2.897], [0.271, 4.127, -2.034], [0.323, 5.504, -1.934], [-0.559, 6.278, -2.667], [-1.492, 5.667, -3.486], [-1.516, 4.289, -3.606], [-1.918, 1.212, -4.345], [-1.870, 1.707, -5.644], [-2.895, 1.455, -6.539], [-3.987, 0.697, -6.150], [-4.044, 0.189, -4.864], [-3.018, 0.449, -3.973], [3.884, 1.249, -6.896], [1.992, -0.331, -7.012], [0.185, -0.217, -5.354], [2.077, 3.170, -3.544], [3.909, 3.003, -5.159], [0.920, 3.517, -1.415], [1.046, 5.972, -1.282], [-0.527, 7.353, -2.589], [-2.203, 6.265, -4.038], [-2.239, 3.827, -4.265], [-1.025, 2.309, -5.956], [-2.846, 1.848, -7.545], [-4.796, 0.507, -6.838], [-4.890, -0.410, -4.557], [-3.078, 0.069, -2.960]],
  "mulliken_charge": [-2.2585, -1.1083, 1.7635, -1.8204, 0.4526, -0.3796, -1.5825, -0.5857, 0.5094, 2.0552, -1.5565, -1.7284, -0.3980, 1.3606, -0.8400, -1.4347, 1.3401, 0.1024, 0.6136, -0.1685, -1.5966, -0.5866, 0.4912, 2.4604, -1.6563, -2.1724, 1.9721, -1.5640, -1.7923, -0.1367, 0.5728, 0.3309, -0.7776, 0.3989, 0.4093, 0.3985, 0.4414, 0.3978, 0.3809, -0.9690, 0.3954, 0.4427, 0.2912, 0.3564, 0.3376, 0.4599, 0.8462, 0.7870, 0.5103, 0.4289, 0.3189, -1.2490, 0.3496, 0.2746, 0.4679, 0.5794, 0.3814, 0.4668, -1.2176, 0.3361, 0.1998, 0.4944, 0.3974, 0.4646, 0.3252, -0.0107, -0.7900, 0.5492, 1.6070, 0.5186, -0.4123, 0.6246, 0.3140, 0.3821, -0.8016, 0.1580, 0.4579, -0.9323, -0.1834, 0.5120, -1.0867, 0.4340, 1.4416, -0.6219, -0.9430, 0.3755, -0.2035, -0.4531, -0.5688, -0.5326, -0.0963, 0.5410, -0.1021, 0.5973, 0.4765, 0.4377, 0.3981, 0.3992, 0.5482, -0.6487, -0.7691, -0.2671, 0.0779, -0.3549, -0.8321, 1.7937, 1.1142, 0.0206, -1.2187, -0.8343, -0.9054, -0.7076, -0.3410, -0.3221, -0.7985, -0.9380, -1.0409, -0.1824, 0.4237, 0.4322, 0.4061, 0.4066, 0.4568, -0.1868, 0.4664, 0.4284, 0.4464, 0.3241, 0.5887, 0.4637, 0.4321, 0.5701, 0.6775]
}